Below is a molecular structure, C23H53N7O9Tl in a non-equilibrium geometry, with properties calculated with ωB97M-V/def2-TZVPD.

Structure (XYZ):
```
93
Properties=species:S:1:pos:R:3:forces:R:3
N 19.67254 -19.61506 6.96404 0.2 -0.3 1.0
H 18.09025 -22.14773 5.25268 0.1 -0.1 -0.1
H 16.39080 -25.24497 4.56712 0.0 -0.3 -0.8
H 19.95502 -26.86029 9.77568 -0.1 0.0 0.5
H 19.77458 -28.90632 5.12896 0.2 0.0 -0.1
H 19.76358 -24.47975 1.72494 0.1 -0.2 -0.1
H 17.96266 -25.43140 0.51585 -0.2 -0.8 -0.1
O 21.19419 -22.06790 6.21500 -1.6 0.2 -1.0
C 17.17521 -21.61546 5.01250 0.0 1.3 1.5
O 23.96521 -22.83168 4.10683 -1.2 0.1 -0.1
H 24.60776 -18.19798 7.50378 0.2 -0.3 0.1
H 19.70492 -24.46424 5.88043 -0.1 1.0 0.7
H 22.16463 -17.31627 6.96335 -0.1 -0.4 -0.2
N 16.54517 -22.02137 3.81912 0.1 -1.0 -1.3
H 20.26810 -25.25343 10.58799 -0.1 -0.2 0.3
H 24.92307 -20.41025 7.92575 0.1 -0.2 0.1
H 26.21907 -23.95683 2.67860 0.3 0.0 0.1
H 18.00995 -17.56826 6.73751 0.1 0.4 0.1
N 19.06159 -27.14989 4.23801 1.2 -0.9 -0.2
C 26.72027 -24.41073 5.71666 0.3 -0.2 -0.8
C 18.65321 -17.62499 5.86396 0.0 -1.1 0.2
H 18.99086 -29.21416 3.63050 0.0 0.3 -0.4
H 17.61735 -24.91770 5.59799 0.5 -0.5 0.0
C 19.63615 -28.48935 4.12391 -0.4 -0.1 1.0
O 19.76037 -19.34857 4.73455 1.0 -0.4 -0.5
O 21.13374 -22.67054 0.84156 -1.2 -1.7 -0.5
Tl 21.45654 -21.43817 3.39058 -0.1 0.0 0.1
H 17.00427 -23.86615 7.79316 0.0 -0.1 0.0
H 20.61110 -28.40219 3.65519 -0.1 -0.1 -0.2
N 24.00576 -18.39315 6.72888 -0.4 0.3 -0.2
C 20.75148 -24.45713 5.54293 -2.1 -4.8 -0.8
H 15.55683 -21.84339 3.80119 -0.1 -0.4 -0.2
H 16.51049 -23.34708 1.17451 -0.3 0.2 -0.6
C 18.94162 -25.57245 0.06940 1.1 1.1 -0.3
H 21.11645 -23.49615 7.51494 -0.7 -1.1 -0.3
H 27.37526 -23.54447 5.66985 0.2 -0.1 0.6
C 16.26607 -22.30310 1.41380 0.4 -1.1 0.1
N 19.81054 -24.55340 0.71484 0.0 0.2 -0.1
O 16.95334 -27.72337 4.73174 -1.4 -1.9 0.9
H 18.04989 -24.84163 3.90788 -0.2 0.0 -0.2
H 24.53725 -21.58511 6.60379 0.2 -0.1 0.3
H 18.04918 -17.72415 4.96697 -0.1 0.5 0.0
C 20.04887 -25.78420 9.66830 0.2 0.3 -0.8
O 23.30278 -19.91407 5.21506 -0.3 -0.1 -0.6
C 24.93640 -20.60490 6.85806 -0.4 0.0 -0.6
N 25.38082 -23.96456 5.39846 0.4 -0.2 -0.2
H 18.87482 -25.41655 -1.00952 -0.1 0.5 0.2
H 19.53749 -23.64254 -1.74504 0.0 0.4 -0.3
C 16.61522 -24.36959 8.68041 0.0 0.1 0.1
H 22.93498 -17.20133 5.32800 -0.3 -0.6 0.0
N 18.90748 -25.21756 8.97604 -0.6 0.1 0.1
C 17.17833 -22.03143 2.59286 -0.6 3.5 0.0
H 16.05738 -23.66208 9.28919 0.0 0.1 -0.1
H 20.89782 -22.41338 -1.61478 -0.3 0.3 0.0
H 23.59876 -16.37109 6.62970 0.0 -0.2 0.3
C 17.46424 -25.41618 4.62467 -0.3 1.0 1.2
C 18.87088 -19.57612 8.19761 -0.6 1.6 -1.1
H 24.58770 -24.33671 5.88412 -0.1 0.0 0.2
C 21.45099 -23.26295 6.48917 3.3 4.6 3.8
O 20.86309 -24.37610 4.33561 0.6 1.5 -2.9
H 15.91127 -25.15034 8.39484 0.1 -0.1 -0.1
H 16.50308 -21.63515 0.59433 0.4 -0.1 -0.1
C 20.50824 -23.37810 -1.33237 0.2 -1.2 0.2
H 26.74017 -24.93074 6.66450 0.1 0.2 0.3
H 20.87682 -25.63663 8.96754 0.2 0.0 0.3
H 17.82269 -19.42366 7.90768 0.0 -0.8 0.2
C 25.08977 -23.25505 4.28533 0.1 0.1 0.3
H 19.69624 -26.42832 3.96181 -0.2 0.5 0.1
H 15.19052 -22.23946 1.56641 0.1 -0.1 0.5
C 23.09649 -17.31764 6.39837 0.6 1.2 -0.4
H 19.03228 -18.66403 8.78217 0.6 -0.4 0.2
O 17.50501 -25.10241 10.76739 0.2 -0.3 -1.1
C 17.78939 -26.89290 4.60905 0.8 2.1 -1.3
H 21.27344 -25.37082 5.86998 0.6 0.4 1.3
H 19.02976 -20.47981 8.76413 -0.1 -0.1 0.2
H 19.12324 -24.78546 8.09944 -0.4 0.0 -0.2
H 17.37229 -20.53915 5.04025 0.5 0.0 -0.4
H 21.22047 -24.12973 -1.69455 -0.1 0.0 -0.1
C 24.01356 -19.61960 6.15151 0.4 0.4 1.0
H 27.13044 -22.73142 3.62539 0.1 -0.2 0.2
H 25.96269 -20.54614 6.49856 0.0 0.1 -0.1
H 25.79945 -22.26450 2.58343 -0.1 0.0 0.0
H 19.41291 -26.55427 0.10516 -0.4 -0.1 0.7
C 20.49187 -23.51818 0.16232 0.9 1.6 0.6
O 18.29641 -21.53627 2.41490 -0.4 -1.8 0.6
C 19.44217 -18.92052 5.83107 -0.9 0.1 -0.1
H 16.45612 -21.70864 5.83147 0.1 -0.6 0.0
H 20.20969 -20.46049 6.84182 0.0 0.0 -0.3
H 19.35757 -16.80465 5.78388 -0.1 0.3 0.1
H 27.12121 -25.09749 4.96314 -0.2 -0.1 0.0
C 26.15368 -23.03488 3.26254 0.0 0.2 -0.6
C 17.69055 -24.94258 9.56696 0.5 0.2 1.1
H 22.55833 -23.25924 6.42448 0.1 -1.9 -0.9
```
Forces are in eV/Å.

Values from the calculation:
LUMO energy = -6.24 eV
Orbital gap = 0.200 Eh
HOMO level = -0.4292 Eh
Calculated total energy = -58254.6048 eV
Net charge = +1
Energy above the lowest of the compared OMol25 structures with the same formula, charge and spin = 0.0 kJ/mol



Below is a molecular structure, C23H54NNbO11P in a non-equilibrium geometry, with properties calculated with ωB97M-V/def2-TZVPD.

Structure (XYZ):
```
91
Properties=species:S:1:pos:R:3:forces:R:3
H 1.20372 1.04899 -0.51753 0.0 0.0 0.1
H -2.15069 4.09594 -1.18671 0.0 -0.1 0.0
C -4.68218 1.54170 2.35457 0.1 1.2 -0.2
C -2.88762 4.47724 -1.90158 -0.1 -0.2 0.1
H 7.48490 -7.47587 -3.14083 0.0 0.0 0.0
O -2.69143 6.52460 -4.35546 -0.2 0.0 0.2
C -5.97111 4.06249 1.72701 0.8 -1.6 0.4
O 0.09610 2.45114 0.58918 0.3 -0.3 -0.3
H 7.46468 -8.20626 -1.52709 0.1 0.0 0.0
H -10.10349 -1.24663 1.22373 0.3 0.3 0.5
H 5.67155 -3.10628 2.09389 0.0 0.0 0.0
H -3.93260 5.19040 -5.27612 0.1 0.1 0.0
H 3.99861 3.23398 1.18247 0.0 0.1 -0.1
H -4.86843 -1.07223 1.20011 0.0 -0.1 -0.8
C 3.86023 -4.69458 0.55706 0.1 0.0 -0.2
H -2.20321 7.51508 -1.17897 0.0 0.0 0.0
C -4.57315 3.89361 1.29752 -1.0 -2.8 1.6
H 3.56670 -4.68082 1.60930 0.0 0.1 0.0
C -6.06318 1.72682 2.78278 0.6 2.4 -1.5
H -4.57736 5.84008 -3.75988 0.0 0.0 0.0
C 3.15669 -2.43687 0.47190 0.4 0.2 -0.1
C -6.69218 3.02596 2.44471 1.5 -0.6 -0.4
H 2.20605 -2.92711 0.70534 0.1 0.0 0.1
H -3.78225 3.85698 -1.84043 0.0 0.1 0.1
H 9.12715 -3.99751 -3.69602 0.0 0.0 0.0
P -7.94613 -1.23168 0.85024 -0.3 0.8 -0.8
H 6.61284 -5.45937 -1.61804 0.1 0.0 0.0
H 3.06959 -5.16409 -0.03731 0.0 -0.1 0.1
C 9.43340 -5.88520 -2.73569 0.0 0.2 0.4
C 1.76305 2.04682 2.31278 -0.1 -0.5 0.0
Nb -5.96909 -2.03582 2.29320 0.5 1.0 1.2
H -1.90097 8.19568 -3.51072 0.0 0.0 0.0
H -5.14265 -0.17611 4.32482 -1.0 0.3 -0.3
H -1.27987 6.28605 -2.05509 0.0 0.0 -0.1
H -5.74180 -3.48006 1.19615 0.4 -0.3 0.2
O -6.85569 0.81682 3.43025 1.7 0.6 -0.5
H 1.90555 1.51427 3.25852 0.0 0.0 0.0
H 0.35832 2.30672 -1.43513 -0.1 0.0 0.1
H 2.98736 -1.76450 -0.37469 0.0 0.0 0.0
H 1.87752 3.11735 2.51113 -0.1 0.0 -0.1
C -3.92991 2.59209 1.64211 -2.6 1.4 0.1
H 8.79735 -8.58154 -2.64128 -0.1 0.0 -0.1
H -2.87635 2.43158 1.30836 -1.0 -0.1 0.4
N -7.64552 0.10892 0.03697 0.3 -0.8 0.7
H -4.15073 0.58382 2.56122 -0.6 1.0 -0.2
C 0.36959 1.73686 1.78707 0.0 0.4 0.1
O -8.22845 -2.43051 -0.33728 -0.5 0.9 1.1
H -4.53388 6.86201 -5.22554 -0.1 0.0 0.0
O 4.12727 -3.39463 0.05471 -0.1 -0.1 0.2
H -6.51930 5.00221 1.49465 0.5 -0.8 0.2
C 8.60873 -4.62746 -2.96621 -0.1 -0.2 -0.4
C 8.10990 -7.79716 -2.30522 0.1 -0.1 0.1
H 5.20643 -3.62486 3.72323 -0.1 0.1 0.0
O -3.24168 5.81081 -1.55992 0.2 0.0 -0.3
H 8.50479 -4.05144 -2.04078 0.0 -0.1 0.0
H 2.50354 3.26743 0.20354 0.0 0.0 0.0
H 4.77024 -5.28922 0.46104 0.0 0.1 -0.1
O -9.34043 -1.01915 1.79830 0.3 -1.3 -2.3
C 3.29232 2.62759 0.60429 0.1 -0.1 0.1
H 6.01000 -3.91843 -2.29072 -0.1 0.0 0.1
H -4.53557 -2.70558 3.23763 -0.2 -0.2 0.0
C 6.30505 -4.94401 -2.53108 -0.1 0.1 -0.1
H 0.23615 0.66095 1.63348 0.1 0.0 0.0
C -2.65790 7.44220 -3.26893 0.4 -0.2 -0.1
H 9.57771 -6.43495 -3.67159 -0.1 0.0 0.0
H -0.36550 2.06199 2.52954 0.0 0.0 0.0
O 7.33205 -4.93260 -3.51381 0.1 -0.1 0.3
O 3.82984 -2.42467 2.81370 0.3 -0.1 -0.2
H -7.13458 -3.05430 3.28658 -0.4 -0.4 -0.5
H 5.73282 -1.94851 3.45453 0.1 0.0 0.0
H -2.48624 4.40190 -2.91534 0.0 0.1 0.0
O 2.77553 1.58822 1.42106 -0.1 0.3 -0.1
H -6.77420 -0.81782 4.70145 0.5 0.5 -0.9
C -4.00801 6.08569 -4.65832 0.1 0.0 -0.1
H 2.89501 -0.86769 1.89807 0.1 0.0 -0.1
H -7.76240 3.15712 2.74331 1.1 0.0 -0.4
H 4.57657 -1.08749 1.40325 0.0 0.0 0.0
H -4.02764 4.67983 0.73347 -0.5 -0.7 0.5
H 10.42065 -5.59215 -2.36408 0.0 0.0 0.0
C -6.15314 -0.38130 3.85967 0.5 -1.0 1.5
C 0.28855 1.64374 -0.57153 -0.2 0.2 0.0
H 5.44343 -5.46709 -2.94772 0.1 0.1 -0.1
O 8.84901 -6.72234 -1.74479 -0.1 0.0 -0.3
H -3.61962 7.95521 -3.16497 0.0 -0.1 0.1
C -2.26397 6.75855 -1.96796 -0.5 0.1 0.2
C 5.18434 -2.79172 3.01946 -0.1 0.1 0.2
C 3.65147 -1.61683 1.65307 -0.5 -0.2 0.2
H 3.82490 2.16952 -0.23030 0.0 0.0 0.1
H -7.52590 -2.23402 -0.98952 -0.6 0.0 0.4
H -6.69882 0.41991 0.27909 -0.3 0.1 -0.2
H -0.57241 0.98157 -0.70530 0.1 -0.1 0.0
```
Forces are in eV/Å.

Values from the calculation:
LUMO energy = 1.67 eV
Orbital gap = 0.241 Eh
HOMO level = -0.1801 Eh
Calculated total energy = -59567.2728 eV
Net charge = -1
Energy above the lowest of the compared OMol25 structures with the same formula, charge and spin = 0.0 kJ/mol



Below is a molecular structure, C23H55BrCaF2KLiN4NaO19P2S2 in a non-equilibrium geometry, with properties calculated with ωB97M-V/def2-TZVPD.

Structure (XYZ):
```
112
Properties=species:S:1:pos:R:3:forces:R:3
H 4.16633 4.90354 -2.42744 0.0 -0.5 -0.4
H 6.08614 1.49539 0.25054 0.3 0.4 0.0
F 0.82072 3.04787 6.21206 -0.1 -0.4 -0.7
Br -1.16781 -3.00520 -5.67415 0.3 -2.4 -0.6
O -3.35377 2.04478 -0.33628 -0.3 -0.6 0.2
H 0.14973 3.74244 -3.65906 0.0 -0.2 -0.3
O -1.29035 0.92009 -4.57978 -0.7 -1.9 -2.2
H -5.03491 -7.11622 3.92840 0.0 0.2 -0.1
C -3.13373 -6.83450 2.93580 -0.2 0.0 -0.2
S 1.98167 3.62724 5.29927 -0.6 0.4 2.9
H 1.99903 -3.12082 4.42081 0.0 0.0 0.0
H -0.48802 4.38990 -1.60912 0.0 0.2 0.0
H -5.02414 1.70066 -4.01360 0.0 0.1 0.0
O -3.47520 1.12387 1.98072 -0.3 0.1 -0.2
H 5.08152 2.71217 -2.58582 -0.1 0.4 -0.1
C -0.10441 0.99882 -0.95224 -0.1 -0.4 0.3
C 5.89631 1.02648 -0.70717 -0.9 -0.2 0.4
H 2.54551 2.68414 -1.20157 -0.6 0.5 0.0
O 1.73643 5.02651 5.37679 0.0 0.1 -0.9
C -0.74337 2.37382 -0.95353 1.1 -0.1 -1.0
H -0.82211 0.30730 -0.51836 -0.2 0.0 0.1
C -5.54322 -4.72436 5.34204 -0.1 0.2 -0.3
H -5.71912 -3.66011 5.54947 0.1 0.0 0.2
H -3.61048 -4.45204 4.41112 -0.2 0.0 -0.1
C -4.00295 1.33058 -4.07021 0.2 0.1 0.2
H -2.07555 -6.81340 3.22180 0.0 0.0 0.0
Li 3.04470 6.75520 -2.70125 -0.2 0.4 0.3
C -7.47030 -5.58403 4.27637 0.0 0.1 -0.1
H -3.01592 -0.15873 -7.73961 0.0 0.0 0.0
O -3.67106 -6.33546 5.29332 0.0 0.0 0.0
O 3.14867 3.13446 5.94346 0.5 -0.5 -0.6
C -1.28846 -0.58667 -4.63716 -0.3 1.2 0.3
P -2.02440 1.76765 -5.78035 -0.6 4.9 3.0
O -6.18010 -5.03829 4.11609 0.1 -0.3 0.0
O 1.94643 2.96866 1.45893 0.0 0.0 0.2
H -2.79146 -3.89064 1.54234 -0.1 0.0 -0.1
O 3.89789 3.13724 2.88557 0.3 -0.2 0.0
C 3.76010 4.38596 -1.54275 0.3 -0.5 1.1
C -4.05246 -4.96798 5.26492 0.1 0.1 0.0
H -8.18263 -4.81792 4.60237 -0.1 -0.1 0.1
H -4.24471 0.90342 -8.44424 0.0 0.1 0.0
H -3.28508 -7.63533 2.19893 0.1 -0.1 0.1
H 3.13609 -2.48453 -0.12999 0.3 0.1 0.1
O 0.28780 -3.75125 2.68992 0.2 0.1 0.1
H 3.90997 1.53808 -3.13856 -0.3 0.2 -0.3
H 0.89313 3.72151 -0.79914 0.2 0.2 0.0
H -7.78868 -5.97228 3.31048 0.0 0.1 0.0
O -4.43716 3.36010 1.49744 0.0 0.0 -0.3
C -3.70389 0.66104 -7.53420 -0.2 0.0 0.0
H 4.69394 5.87987 0.07445 0.1 0.0 -0.3
C 4.17246 2.19004 -2.31428 0.0 -1.3 0.8
H 0.50234 2.12034 -3.22459 0.0 -0.2 0.1
C 3.17030 -3.31271 0.58558 -0.8 -0.3 -0.8
H 3.33240 7.03975 -0.00614 0.0 0.1 0.0
H -1.01551 2.60380 0.07026 0.2 0.3 -0.1
O -3.21913 2.28550 -4.79540 -0.1 -0.2 -0.2
O 5.85096 -0.88491 0.68772 0.4 0.7 -0.5
N 1.57195 2.91682 3.92862 0.6 0.4 -0.8
O -1.03571 2.83340 -6.04149 0.5 0.1 -0.4
H -1.63903 -4.76926 2.55325 -0.1 -0.1 -0.1
H -4.01132 0.35077 -4.55185 0.0 0.0 0.1
O -2.98421 1.84800 -7.11876 1.4 -2.9 0.2
H 0.08351 0.61207 -1.95227 0.0 0.0 -0.2
H -1.65113 -0.98123 -5.59626 0.2 0.9 0.5
F 2.35416 4.93241 2.69722 0.0 -0.2 0.1
C -3.96923 -7.13663 4.16019 -0.1 -0.2 0.0
P -3.31496 2.38862 1.14454 -0.7 -0.4 -1.0
H 3.84079 -3.05363 1.40091 -0.6 -0.2 0.0
C 0.69577 3.14458 -2.92735 0.1 0.5 0.2
H -0.27452 -0.92268 -4.47862 0.1 0.2 -0.1
H 2.24417 4.55596 -3.41106 0.6 -0.5 1.3
H 1.38562 1.80545 0.27126 -0.3 -0.4 0.3
C -2.42999 -4.88234 1.81114 -0.2 -0.2 0.0
H 2.51604 2.92835 -4.00600 0.3 -0.1 0.0
H 3.94814 1.74923 -0.18206 -0.2 0.0 0.1
O -3.51960 -5.61317 2.33319 0.1 0.2 0.2
H -3.60651 -4.53280 6.16269 0.0 -0.1 0.0
C 2.46579 -3.12866 3.44184 0.2 0.0 -0.2
H -2.03249 -5.37525 0.91348 0.1 0.1 0.0
H 3.28274 -3.86116 3.45411 0.0 0.0 0.1
C 5.97961 -0.43389 -0.44072 0.5 0.5 -0.6
H 2.85897 -2.12356 3.23945 0.0 0.0 0.1
C 2.18134 3.48134 -3.13093 -1.8 -0.6 -0.8
Na 1.93016 5.44172 -5.15967 -0.4 0.3 -1.0
C 1.43090 -3.50911 2.39820 -0.1 0.0 -0.1
C 3.61644 6.00136 0.12709 -0.4 -0.1 0.3
N 1.85017 -3.56819 1.09131 0.1 0.1 0.5
H -3.73425 -8.15884 4.46736 0.1 0.0 0.0
H 5.58844 -0.99857 -2.17372 0.6 0.0 -0.5
H -3.60844 1.22388 -3.05871 0.0 -0.1 0.0
O -1.96993 3.02794 1.46115 -0.1 0.6 0.4
S 2.48853 3.33486 2.73836 -0.2 0.5 -0.1
H 3.27868 5.62709 1.06963 0.0 0.3 0.7
H 3.55174 -4.20356 0.07864 0.3 0.1 0.0
O 2.89901 5.18498 -0.83752 0.4 0.5 -0.8
H 1.91750 0.61708 -0.70612 0.0 -0.3 -0.2
O 6.16726 -1.27184 -1.44076 -0.8 -0.2 0.1
H -5.96352 -5.31761 6.16195 0.0 0.0 0.0
Ca 5.70050 -2.34554 2.10001 0.3 -1.0 1.7
C 4.39480 1.29822 -1.06540 0.7 0.3 -0.4
H 3.89561 0.35086 -1.25105 -0.3 -0.1 0.1
N 3.05787 3.13428 -1.97780 1.4 0.8 -1.1
H 4.61696 4.06803 -0.94716 0.0 0.0 0.3
H -1.67598 2.32206 -1.51024 -0.2 0.0 0.1
H 1.12461 -3.82270 0.43588 0.0 0.0 -0.1
H -7.46366 -6.41290 4.99324 0.0 0.0 0.1
H -4.42062 0.35527 -6.76972 0.0 0.0 0.0
C 0.12587 3.49739 -1.54130 -0.1 -0.7 0.3
H -1.92321 -0.96273 -3.83820 -0.1 0.1 0.0
K -3.78596 3.33346 3.74714 0.2 0.2 1.6
N 1.13424 0.90920 -0.14164 0.3 0.4 -0.6
H 6.58593 1.35035 -1.47640 0.2 -0.1 -0.1
```
Forces are in eV/Å.

Values from the calculation:
LUMO energy = -6.21 eV
Orbital gap = 0.048 Eh
HOMO level = -0.2760 Eh
Calculated total energy = -224698.3844 eV
Net charge = +1